C6H19Cl2NNb as an isolated structure. Source: the OMol25 dataset; level of theory: ωB97M-V with the def2-TZVPD basis set.

The geometry in XYZ format:
```
29
Properties=species:S:1:pos:R:3:forces:R:3:nbo_charge:R:1
Nb 1.069632 0.158283 1.233903 -0.04 0.65 -0.58 1.26
Cl -0.283498 4.255199 3.389919 0.01 -0.07 -0.03 -0.01
Cl 2.222425 3.084575 4.419173 -0.02 -0.06 -0.03 0.00
N -2.437602 -0.084735 -1.520385 -0.10 -0.02 0.19 -0.85
C 0.632796 -2.250452 -1.064926 0.18 -0.02 -0.43 -0.41
C -0.976138 -1.473844 -2.970795 0.15 0.06 -0.16 -0.40
C 1.167120 4.494769 4.370281 0.00 0.02 0.01 -0.40
C -1.207459 -0.109209 -2.329004 0.18 -0.25 0.25 -0.24
C 0.158654 -1.523627 0.204139 0.15 0.08 -0.38 -0.87
C -0.467951 -2.620469 -2.075052 -0.36 0.00 0.36 -0.39
H -1.291922 0.639899 -3.122900 -0.06 -0.03 0.03 0.17
H 2.871802 -0.259432 1.751648 -0.36 0.33 0.17 -0.46
H -1.908568 -1.775494 -3.465584 0.10 -0.09 -0.04 0.19
H -2.300814 0.525891 -0.716365 0.03 0.03 -0.16 0.37
H -1.301266 -3.075309 -1.520389 0.03 0.03 -0.06 0.18
H -0.325835 0.150217 -1.730966 -0.06 0.08 -0.05 0.22
H 1.411112 0.670690 -0.529322 -0.15 -0.21 0.28 -0.36
H 1.726437 5.315357 3.937735 -0.01 0.04 0.05 0.21
H 1.370785 -1.655133 -1.617639 0.01 0.05 0.22 0.21
H -0.224849 -1.347165 -3.759596 -0.09 0.11 0.00 0.19
H 1.151971 -3.172736 -0.782353 -0.02 0.04 -0.01 0.19
H -0.090487 -3.397082 -2.749951 -0.05 -0.04 0.07 0.19
H -2.595051 -0.999168 -1.105491 0.04 0.04 -0.15 0.34
H 0.253791 -2.181307 1.094106 -0.07 -0.11 -0.06 0.18
H 1.343745 1.909097 0.929863 0.01 -0.76 0.17 -0.15
H 0.847271 4.709936 5.382604 0.04 0.07 0.00 0.21
H -0.539352 1.104030 1.157238 0.45 -0.15 0.31 -0.34
H 0.628540 0.203217 3.092033 -0.01 0.09 -0.24 -0.46
H -0.905289 -1.295997 0.098074 0.01 0.09 0.26 0.23
```
Forces are in eV/Å.

Computed properties:
- Kohn-Sham gap (eV) = 7.06
- HOMO level (eV) = -4.050
- largest force on an atom (eV/A) = 0.87
- LUMO (eV) = 3.0
- charge = -1